(1)
The following is a DFT calculation (the ωB97M-V functional and the def2-TZVPD basis) of C28H29ClFGeN2O11OsPS as an isolated structure.

## Properties
LUMO (spin up / spin down)	-0.82 / -1.96	eV
energy above the lowest of the compared OMol25 structures with the same formula, charge and spin	0.0000	eV
E	-5488.44994	Ha

The geometry in ORCA input format:
```
! RIJCOSX wB97M-V def2-TZVPD def2/J DEFGRID3
* xyz 0 5
Os -0.0885 0.7842 -0.2271
O 2.0259 -0.7886 -3.5831
S 1.7094 -0.6886 -2.1929
O 1.8724 0.6493 -1.5639
O 0.3814 -1.2052 -1.7903
C 2.8576 -1.6662 -1.2792
C 3.8584 -2.3756 -1.9169
C 4.7712 -3.0875 -1.1535
C 4.6806 -3.0736 0.2322
C 3.6754 -2.3561 0.8621
C 2.7447 -1.6486 0.1084
P 1.4068 -0.7736 0.9947
C 0.4456 -2.1103 1.7416
C -0.7308 -2.4901 1.0963
C -1.4601 -3.5698 1.5700
C -1.0257 -4.2655 2.6879
C 0.1468 -3.8907 3.3307
C 0.8878 -2.8205 2.8569
C 2.3049 0.1742 2.2428
C 3.3139 1.0051 1.7493
C 3.9903 1.8543 2.6077
C 3.6673 1.8794 3.9583
C 2.6604 1.0616 4.4492
C 1.9716 0.2135 3.5937
H 3.9126 -2.3497 -2.9961
H 5.5599 -3.6443 -1.6407
H 5.3993 -3.6181 0.8297
H 3.6288 -2.3420 1.9445
H -1.0709 -1.9537 0.2177
H -2.3721 -3.8599 1.0662
H -1.6006 -5.1030 3.0603
H 0.4874 -4.4356 4.2009
H 1.8089 -2.5464 3.3557
H 3.5528 1.0015 0.6913
H 4.7617 2.5043 2.2187
H 4.1965 2.5440 4.6276
H 2.4012 1.0875 5.4989
H 1.1740 -0.4033 3.9850
O 0.9354 2.8661 -0.2915
Cl -0.2561 3.7606 -0.2127
O -0.2552 4.6745 -1.2905
O -0.2842 4.3988 1.0624
O -1.3761 2.8067 -0.3165
C -2.7028 0.9878 4.0450
Ge -2.7522 0.9789 2.0876
C -3.6516 2.5704 1.4365
C -3.6747 -0.6365 1.5075
C -0.7875 0.9409 1.7020
H -3.7131 1.0478 4.4509
H -2.1340 1.8404 4.4170
H -2.2412 0.0712 4.4172
H -4.6042 2.6745 1.9584
H -3.8416 2.4914 0.3676
H -3.0532 3.4611 1.6135
H -4.7388 -0.5017 1.7101
H -3.3312 -1.5076 2.0635
H -3.5409 -0.8101 0.4428
H -0.4384 0.1641 2.3812
H -0.3610 1.8896 2.0539
F 0.6306 0.5072 -6.9696
C -0.5229 0.9033 -6.4271
C -0.9653 0.3905 -5.2810
N -2.1720 0.7880 -4.7250
C -2.5944 0.2552 -3.4484
C -1.6916 0.6404 -2.3168
O -1.9958 0.2190 -1.1460
O -0.6528 1.2892 -2.4950
C -2.9305 1.8017 -5.2815
O -3.9578 2.2136 -4.7886
N -2.4381 2.2885 -6.4738
C -1.2686 1.9291 -7.1439
O -0.9405 2.4604 -8.1766
H -0.3953 -0.3541 -4.7410
H -2.6208 -0.8372 -3.4803
H -3.6020 0.6183 -3.2490
H -2.9865 3.0256 -6.8966
*
```

Atom charges from the Löwdin analysis, given in e for atoms 1 to 5: 1.637, -0.255, 0.486, -0.424, -0.385

(2)
The following is a DFT calculation (the ωB97M-V functional and the def2-TZVPD basis) of a 2-piece molecular cluster, N3O3 overall at a distorted geometry.

## Properties
LUMO	4.27	eV
energy above the lowest of the compared OMol25 structures with the same formula, charge and spin	3.4618	eV
E	-389.83941	Ha

The geometry in ORCA input format:
```
! RIJCOSX wB97M-V def2-TZVPD def2/J DEFGRID3
* xyz -1 1
N 0.9901 -0.6001 0.5684
N -1.2304 -0.3380 0.4426
N 1.2440 0.4111 0.1994
O -1.7309 -1.4704 0.0427
O -0.8941 0.5543 -0.3670
O 1.7266 1.0647 -0.6345
*
```

Atom charges from the natural (NBO) analysis, given in e for atoms 1 to 5: -0.053, 0.240, 0.408, -0.589, -0.591

(3)
The following is a DFT calculation (the ωB97M-V functional and the def2-TZVPD basis) of a 15-piece molecular cluster, C32H92N26O16 overall at a distorted geometry.

## Properties
LUMO	-0.01	eV
E	-3901.89257	Ha

The geometry in ORCA input format:
```
! RIJCOSX wB97M-V def2-TZVPD def2/J DEFGRID3
* xyz 0 1
C 0.0197 6.5469 -5.8037
C -0.8402 7.7558 -5.1949
C 0.0956 8.8863 -4.6389
C -0.5984 10.2129 -4.3242
C -1.1620 10.7523 -5.5502
C -2.1155 9.7765 -6.3368
N -1.6204 8.3329 -6.3109
O -2.4457 7.4052 -6.8698
C -3.5562 9.8993 -5.7656
C -2.1977 10.3218 -7.8516
C -1.6717 7.3370 -4.0437
H 0.7953 6.4027 -5.0515
H 0.6384 6.8848 -6.6350
H -0.5357 5.6384 -6.0365
H 0.6129 8.5273 -3.7491
H 0.9425 9.1357 -5.2781
H 0.1316 10.7748 -3.7416
H -1.4878 10.0885 -3.7065
H -0.4255 11.0834 -6.2824
H -1.6517 11.7005 -5.3285
H -4.2851 9.3724 -6.3814
H -3.7225 9.5734 -4.7388
H -3.9201 10.9261 -5.8031
H -2.9461 9.7254 -8.3734
H -2.4934 11.3708 -7.8353
H -1.2400 10.2523 -8.3674
H -1.1534 7.2687 -3.0872
H -2.1499 6.4085 -4.3555
H -2.4766 8.0164 -3.7631
H -3.1752 7.3392 -6.2492
C -2.3893 -1.7446 0.1022
C -1.3127 -2.8853 -0.0762
C -1.3214 -3.6989 -1.3679
C -0.6443 -2.8992 -2.5103
C 0.7504 -2.5763 -2.0512
C 0.8849 -1.6658 -0.7773
N 0.0524 -2.3339 0.2385
O 0.0809 -1.6944 1.4564
C 2.4059 -1.7461 -0.3948
C 0.4443 -0.2401 -1.1836
C -1.7028 -3.9434 0.9962
H -3.3738 -2.2068 0.1743
H -2.3495 -0.8875 -0.5700
H -2.4446 -1.2550 1.0744
H -0.8029 -4.6569 -1.3284
H -2.3304 -4.0829 -1.5180
H -1.0278 -1.9033 -2.7319
H -0.8627 -3.4429 -3.4295
H 1.2894 -2.1857 -2.9143
H 1.3235 -3.4339 -1.6988
H 2.6617 -1.0182 0.3752
H 2.6911 -2.6919 0.0657
H 3.0703 -1.5496 -1.2362
H 0.7631 0.5668 -0.5237
H 0.7545 -0.0596 -2.2128
H -0.6327 -0.1049 -1.2825
H -1.4489 -3.5898 1.9955
H -1.1832 -4.8875 0.8328
H -2.7878 -4.0468 0.9808
H -0.5557 -1.0052 1.2531
C -4.5406 0.9977 8.5566
C -4.9417 -0.2782 7.8145
O -5.9068 -0.1165 6.8000
O -4.1963 2.2038 7.8182
H -3.8138 0.8329 9.3520
H -5.4446 1.2809 9.0958
H -5.0957 -1.1321 8.4742
H -4.0057 -0.5477 7.3253
H -5.6569 0.6740 6.3161
H -4.4260 2.9586 8.3651
C 6.5138 5.6493 -0.5491
O 6.1881 6.2975 0.3851
N 7.1915 4.6330 -0.4935
N 6.2293 6.0569 -1.7310
H 7.4668 4.1135 -1.3148
H 7.3610 4.3077 0.4475
H 5.5531 6.7993 -1.8389
H 6.5761 5.6373 -2.5818
C 7.1409 -7.2751 -3.4437
O 6.0519 -7.7531 -3.6676
N 7.4968 -6.2963 -2.6654
N 8.2703 -7.8917 -3.7670
H 6.7640 -5.8560 -2.1277
H 8.4629 -6.0641 -2.4839
H 8.2782 -8.7149 -4.3521
H 9.1803 -7.5299 -3.5197
C -5.6830 -11.9851 2.3882
O -4.6045 -11.6543 3.0473
N -5.8703 -13.1037 1.7674
N -6.7189 -11.1916 2.3850
H -5.2808 -13.9063 1.9362
H -6.7129 -13.3007 1.2465
H -6.6764 -10.2463 2.7381
H -7.6752 -11.4350 2.1696
C 6.1257 1.2465 -7.1719
O 6.8556 2.1891 -6.9206
N 6.2408 0.0589 -6.7493
N 5.0252 1.3492 -7.8202
H 5.7257 -0.7359 -7.1001
H 7.1369 -0.1094 -6.3146
H 4.5066 0.4825 -7.8158
H 4.6556 2.1704 -8.2774
C 0.4604 -2.9912 -10.0644
O 1.5567 -2.9766 -9.4437
N -0.4057 -2.0403 -10.0920
N 0.1954 -3.9024 -10.9429
H -1.2219 -2.1401 -10.6786
H -0.1546 -1.2115 -9.5722
H 0.8284 -4.6876 -10.8898
H -0.4098 -3.8333 -11.7486
C 3.9156 -6.9429 3.0854
O 4.9516 -7.4008 3.4620
N 3.5325 -7.2456 1.8798
N 3.2078 -6.0460 3.7151
H 2.6339 -6.8399 1.6606
H 3.9765 -8.0287 1.4219
H 2.5821 -5.5276 3.1152
H 3.5149 -5.7203 4.6205
C -3.0571 -8.1756 8.7023
O -4.1568 -8.5954 8.8387
N -2.3908 -8.2673 7.6219
N -2.4031 -7.6145 9.7023
H -2.7860 -8.8360 6.8867
H -1.6260 -7.6077 7.6249
H -2.7921 -7.3588 10.5986
H -1.4668 -7.3511 9.4301
C 10.1025 -1.2210 3.2026
O 9.3369 -0.2848 3.2528
N 11.3669 -1.2036 3.3485
N 9.8769 -2.4698 3.0284
H 11.9372 -2.0354 3.4026
H 11.8067 -0.3611 3.6903
H 10.5310 -3.1911 2.7601
H 8.8730 -2.5677 2.9760
C -6.0944 4.1650 2.0775
O -6.0320 4.4519 0.9440
N -7.2491 3.9776 2.6829
N -5.0482 3.8847 2.8774
H -8.0258 4.3471 2.1534
H -7.3075 4.2121 3.6635
H -4.1597 3.9266 2.3989
H -5.0974 3.8204 3.8841
C 0.7581 6.4232 4.4986
O 1.1287 5.2623 4.4010
N 1.3267 7.4275 3.8742
N 0.0594 6.8358 5.4844
H 0.9261 8.3544 3.8977
H 2.1872 7.1467 3.4261
H -0.4736 6.2337 6.0956
H -0.0879 7.8349 5.4941
C 3.7733 0.9982 7.5789
O 4.3627 0.0953 8.2064
N 4.1787 1.4749 6.4263
N 2.8831 1.7784 8.0413
H 4.9023 0.9970 5.9084
H 3.7065 2.3147 6.1232
H 2.3296 1.6330 8.8735
H 2.4706 2.3932 7.3544
C -10.9403 -5.7513 3.1687
O -11.2066 -4.9394 2.2644
N -11.8048 -6.6398 3.5055
N -9.7576 -5.7792 3.8169
H -11.4578 -7.0989 4.3355
H -12.7961 -6.4464 3.4963
H -9.1006 -5.0137 3.7671
H -9.7838 -6.3059 4.6783
*
```

Atom charges from the Löwdin analysis, given in e for atoms 1 to 5: -0.009, -0.489, -0.136, -0.206, -0.176

- E of number 3 (C32H92N26O16)?
  -3901.89257 Ha